1.
C10H13CoN2O6 as an isolated structure in a non-equilibrium geometry, computed with wB97M-V/def2-TZVPD.

Each line ends with the natural charge from an NBO analysis.
Geometry (Å):
O: -0.05 2.72 -1.85  -0.49
C: -0.03 1.84 -2.63  0.26
Co: 0.02 -0.11 -3.79  0.09
C: 0.02 -1.49 -2.65  0.49
O: 0.06 -2.41 -1.96  -0.49
C: -0.07 -1.07 -5.36  0.52
O: -0.12 -1.46 -6.46  -0.44
C: 1.71 -0.03 -3.08  0.48
O: 2.80 0.02 -2.74  -0.47
C: -1.67 0.01 -3.10  0.47
O: -2.77 0.00 -2.75  -0.49
H: 0.10 1.90 -3.73  0.08
C: 2.38 -0.16 1.00  -0.43
N: 1.22 -0.07 1.87  -0.18
C: 1.44 -0.05 3.30  -0.43
C: 0.00 0.01 1.22  0.70
O: 0.01 0.02 -0.02  -0.62
N: -1.22 0.08 1.87  -0.17
C: -1.44 0.05 3.30  -0.44
C: -2.37 0.15 1.00  -0.44
H: 3.29 -0.22 1.60  0.23
H: 2.45 0.72 0.35  0.27
H: 2.31 -1.03 0.35  0.27
H: 1.04 0.88 3.73  0.24
H: 0.97 -0.91 3.78  0.24
H: 2.51 -0.09 3.48  0.25
H: -0.96 0.91 3.78  0.24
H: -2.52 0.10 3.47  0.25
H: -1.05 -0.86 3.75  0.24
H: -2.32 1.02 0.33  0.28
H: -2.44 -0.73 0.35  0.27
H: -3.30 0.23 1.58  0.23

Properties
Spin multiplicity = 4
Total charge = +1
HOMO level (alpha / beta) = -0.34870 / -0.39504 hartree
LUMO energy (alpha / beta) = -2.9 / -8.0 eV
Relative energy (zero: lowest compared OMol25 entry of this formula, charge and spin) = 72.4 kJ/mol
Expectation value of S² = 3.88

2.
C10H13F2Li2N2O9S2 as an isolated structure in a non-equilibrium geometry, computed with wB97M-V/def2-TZVPD.

Each line ends with the natural charge from an NBO analysis.
Geometry (Å):
Li: -28.82 -28.63 -9.77  0.84
Li: -30.71 -27.65 -7.88  0.95
C: -27.97 -31.56 -6.85  -0.50
C: -28.36 -30.46 -7.74  0.44
C: -28.61 -29.04 -7.01  0.36
O: -28.53 -28.02 -7.73  -0.86
C: -28.72 -29.03 -5.53  -0.51
C: -28.60 -30.17 -4.83  0.40
C: -28.11 -31.46 -5.51  0.37
O: -27.70 -32.49 -4.83  -0.67
O: -28.84 -30.06 -3.54  -0.64
O: -28.43 -30.54 -8.91  -0.71
H: -27.74 -32.50 -7.32  0.21
H: -29.00 -28.21 -4.89  0.22
N: -30.69 -27.81 -9.78  -1.23
S: -31.87 -28.34 -10.64  2.40
O: -31.54 -28.98 -11.86  -0.86
O: -33.15 -27.66 -10.48  -0.87
F: -32.09 -29.65 -9.67  -0.53
S: -30.62 -26.37 -10.77  2.32
O: -31.62 -25.36 -10.65  -0.84
O: -30.02 -26.61 -12.12  -0.86
F: -29.37 -25.76 -9.99  -0.49
C: -26.67 -26.77 -11.00  -0.62
C: -26.58 -28.26 -11.31  -0.09
C: -25.85 -29.12 -10.25  -0.07
O: -25.70 -30.50 -10.51  -0.53
C: -24.69 -30.93 -11.45  -0.25
N: -27.85 -28.88 -11.63  -0.86
H: -25.73 -26.33 -10.68  0.22
H: -27.41 -26.65 -10.21  0.22
H: -26.99 -26.21 -11.88  0.22
H: -26.05 -28.53 -12.22  0.16
H: -26.33 -28.94 -9.29  0.21
H: -24.83 -28.75 -10.14  0.17
H: -24.76 -32.01 -11.59  0.20
H: -23.64 -30.77 -11.21  0.17
H: -24.79 -30.40 -12.40  0.15
H: -27.56 -29.82 -11.85  0.38
H: -28.11 -28.53 -12.54  0.37

Properties
Total charge = -1
HOMO level = -0.14139 hartree
LUMO energy = 1.3 eV
Relative energy (zero: lowest compared OMol25 entry of this formula, charge and spin) = 365.7 kJ/mol

3.
C10H13F9N9PReS as an isolated structure, computed with wB97M-V/def2-TZVPD.

Each line ends with the Mulliken charge.
Geometry (Å):
Re: -0.60 -0.32 -0.39  1.81
C: 2.25 2.80 -1.67  -1.81
C: 1.57 1.62 -1.07  1.30
N: 0.28 1.44 -1.16  0.14
N: -0.49 2.34 -1.86  -0.68
C: -1.81 2.29 -1.67  0.75
N: -2.64 3.08 -2.30  -0.31
S: -2.41 1.15 -0.49  -0.36
C: 2.26 0.56 -0.35  0.74
C: 3.62 0.53 -0.12  -0.99
C: 4.18 -0.55 0.56  -0.56
C: 3.36 -1.57 0.98  -0.91
C: 1.99 -1.50 0.74  0.04
N: 1.46 -0.46 0.09  0.16
H: 2.20 2.74 -2.76  0.49
H: 3.29 2.86 -1.40  0.41
H: 1.77 3.73 -1.34  0.46
H: -0.05 2.97 -2.52  0.24
H: -2.33 3.79 -2.95  0.24
H: -3.64 3.01 -2.16  0.27
H: 4.25 1.34 -0.46  0.37
H: 5.25 -0.59 0.73  0.50
H: 3.75 -2.44 1.50  0.47
H: 1.31 -2.28 1.05  0.52
F: -0.73 -2.12 0.08  -0.63
P: -3.40 -2.80 -0.41  1.11
F: -2.70 -3.84 -1.32  -0.24
F: -4.85 -2.84 -0.81  -0.17
F: -2.79 -1.67 -1.43  -0.25
F: -3.24 -3.74 0.80  -0.23
F: -3.38 -1.58 0.63  -0.25
N: -0.51 -1.41 4.85  -0.54
N: -0.77 -0.67 3.74  1.10
N: -1.22 0.57 3.83  -0.80
C: -1.22 0.95 2.57  -0.26
N: -0.80 -0.05 1.77  0.13
N: -0.49 -1.09 2.56  -0.42
H: -1.04 -1.04 5.63  0.34
H: -0.65 -2.39 4.68  0.31
H: -1.54 1.93 2.25  0.46
F: 1.29 -0.75 -2.72  -0.17
C: 0.11 -1.13 -2.26  0.62
F: -0.86 -0.44 -2.97  -0.22
F: -0.05 -2.41 -2.43  -0.18

Properties
Spin multiplicity = 3
Total charge = +3
HOMO level (alpha / beta) = -0.70337 / -0.70500 hartree
LUMO energy (alpha / beta) = -12.4 / -12.6 eV
Expectation value of S² = 2.02

4.
One molecule with the formula C10H13FNO3PS, computed with wB97M-V/def2-TZVPD.

Each line ends with the natural charge from an NBO analysis.
Geometry (Å):
N: 1.56 -1.93 1.80  -0.82
C: 2.33 -1.57 0.61  -0.28
C: 1.68 -0.53 -0.25  0.04
C: 2.31 0.49 -0.84  -0.47
P: 4.06 0.87 -0.62  1.52
O: 4.47 1.00 0.80  -1.07
C: 1.51 1.41 -1.70  0.48
O: 1.98 1.99 -2.65  -0.48
C: 0.09 1.55 -1.28  0.36
F: -0.48 2.72 -1.56  -0.29
C: -0.59 0.55 -0.72  -0.13
C: -2.04 0.73 -0.31  -0.44
C: -2.87 -0.53 -0.02  -0.42
C: -3.76 -0.39 1.21  -0.50
S: -4.97 0.98 1.13  -0.05
C: 0.21 -0.70 -0.55  0.52
O: -0.23 -1.81 -0.73  -0.50
H: 1.14 -2.84 1.73  0.37
H: 0.86 -1.24 2.05  0.36
H: 2.47 -2.47 0.00  0.23
H: 3.32 -1.23 0.91  0.23
H: 4.76 -0.10 -1.36  -0.08
H: 4.21 2.04 -1.38  -0.06
H: -2.02 1.37 0.58  0.22
H: -2.53 1.32 -1.08  0.24
H: -2.24 -1.40 0.13  0.23
H: -3.53 -0.72 -0.87  0.21
H: -3.17 -0.27 2.12  0.21
H: -4.38 -1.27 1.33  0.23
H: -4.16 1.97 1.51  0.11

Properties
SMILES string = NCC1=C([PH2]=O)C(=O)C(F)=C(CCCS)C1=O
HOMO level = -0.34541 hartree
LUMO energy = -1.6 eV

5.
One molecule with the formula C10H13N in a non-equilibrium geometry, computed with wB97M-V/def2-TZVPD.

Each line ends with the natural charge from an NBO analysis.
Geometry (Å):
C: -2.79 -0.46 0.39  -0.19
C: -2.15 -1.47 -0.41  -0.26
C: -2.22 0.61 0.75  -0.22
C: -0.81 -1.47 -0.45  -0.13
C: -0.77 0.86 0.50  -0.11
C: 0.00 -0.34 0.02  -0.09
C: 0.04 1.81 -1.52  -0.15
C: 2.16 0.69 0.68  -0.66
C: 2.21 -1.56 -0.35  -0.68
C: 1.33 -0.33 0.00  0.14
N: -0.67 1.98 -0.50  -0.53
H: -3.83 -0.64 0.75  0.21
H: -2.81 -2.27 -0.59  0.21
H: -2.75 1.35 1.38  0.20
H: -0.22 -2.31 -0.77  0.21
H: -0.21 1.30 1.37  0.21
H: 0.23 2.57 -2.36  0.15
H: 1.78 0.91 1.68  0.22
H: 3.13 0.31 0.95  0.22
H: 2.28 1.60 0.08  0.24
H: 2.24 -1.92 -1.41  0.23
H: 3.28 -1.54 -0.02  0.22
H: 1.91 -2.53 0.11  0.22
H: -1.38 2.83 -0.27  0.34

Properties
HOMO level = -0.26107 hartree
LUMO energy = 0.5 eV
Relative energy (zero: lowest compared OMol25 entry of this formula, charge and spin) = 502.3 kJ/mol

6.
One molecule with the formula C10H13N in a non-equilibrium geometry, computed with wB97M-V/def2-TZVPD.

Each line ends with the natural charge from an NBO analysis.
Geometry (Å):
N: 3.22 -0.81 -0.11  -0.82
C: 1.86 -0.33 -0.31  -0.06
C: 1.68 1.04 0.34  -0.40
C: 0.32 1.69 -0.16  -0.42
C: -0.77 0.69 0.03  -0.02
C: -2.12 1.16 0.03  -0.20
C: -3.21 0.29 0.00  -0.22
C: -3.03 -1.07 -0.06  -0.22
C: -1.68 -1.49 0.05  -0.19
C: -0.55 -0.68 0.09  -0.04
C: 0.84 -1.33 0.15  -0.42
H: 3.51 -0.79 0.85  0.35
H: 3.86 -0.11 -0.51  0.35
H: 1.61 -0.22 -1.39  0.18
H: 1.58 0.89 1.44  0.20
H: 2.52 1.68 -0.08  0.21
H: 0.09 2.63 0.33  0.21
H: 0.45 1.94 -1.16  0.21
H: -2.30 2.29 0.08  0.21
H: -4.18 0.74 -0.04  0.21
H: -3.88 -1.79 -0.23  0.22
H: -1.64 -2.59 -0.15  0.21
H: 0.93 -1.57 1.24  0.21
H: 0.90 -2.27 -0.44  0.23

Properties
SMILES string = N[C@@H]1CCc2ccccc2C1
HOMO level = -0.32679 hartree
LUMO energy = 1.0 eV
Relative energy (zero: lowest compared OMol25 entry of this formula, charge and spin) = 40.4 kJ/mol

Repeat the sixth record exactly.
One molecule with the formula C10H13N in a non-equilibrium geometry, computed with wB97M-V/def2-TZVPD.

Each line ends with the natural charge from an NBO analysis.
Geometry (Å):
N: 3.22 -0.81 -0.11  -0.82
C: 1.86 -0.33 -0.31  -0.06
C: 1.68 1.04 0.34  -0.40
C: 0.32 1.69 -0.16  -0.42
C: -0.77 0.69 0.03  -0.02
C: -2.12 1.16 0.03  -0.20
C: -3.21 0.29 0.00  -0.22
C: -3.03 -1.07 -0.06  -0.22
C: -1.68 -1.49 0.05  -0.19
C: -0.55 -0.68 0.09  -0.04
C: 0.84 -1.33 0.15  -0.42
H: 3.51 -0.79 0.85  0.35
H: 3.86 -0.11 -0.51  0.35
H: 1.61 -0.22 -1.39  0.18
H: 1.58 0.89 1.44  0.20
H: 2.52 1.68 -0.08  0.21
H: 0.09 2.63 0.33  0.21
H: 0.45 1.94 -1.16  0.21
H: -2.30 2.29 0.08  0.21
H: -4.18 0.74 -0.04  0.21
H: -3.88 -1.79 -0.23  0.22
H: -1.64 -2.59 -0.15  0.21
H: 0.93 -1.57 1.24  0.21
H: 0.90 -2.27 -0.44  0.23

Properties
SMILES string = N[C@@H]1CCc2ccccc2C1
HOMO level = -0.32679 hartree
LUMO energy = 1.0 eV
Relative energy (zero: lowest compared OMol25 entry of this formula, charge and spin) = 40.4 kJ/mol

- Which formula does entry 6 have?
  C10H13N